[1]
The following is a quantum chemistry calculation of CH18F3O20P2SZr2 as an isolated structure in a non-equilibrium geometry, from the Open Molecules 2025 dataset.

Values from the calculation:
* lowest unoccupied orbital energy: -5.7 eV
* charge: +1
* Kohn-Sham gap: 5.76 eV

Positions of all 47 atoms, in Å:
Zr -1.2906 1.0317 -0.7356
Zr -0.9548 -2.4182 0.8538
C 1.1860 4.2435 1.0917
F 0.9877 5.1437 0.1310
F 1.9671 3.2695 0.6272
F 1.7594 4.8150 2.1336
S -0.4181 3.5026 1.6511
O -0.0706 2.6937 2.7907
O -1.3430 4.5799 1.8522
O -0.8716 2.6700 0.4960
P 0.8326 -0.1913 0.6261
O 1.0813 -1.7971 0.5344
O -0.3785 -0.8016 -0.3448
O 0.7452 0.8667 -0.5852
O -0.7193 -0.1503 1.0527
P -3.4148 -1.6109 -0.3373
O -4.8200 -1.9504 -0.5184
O -2.8334 -1.6294 1.1252
O -2.8825 -0.2608 -0.9490
O -2.3183 -2.7223 -0.6664
O 3.5719 -2.0882 -0.5424
H 2.6253 -1.9694 -0.3348
H 3.8795 -2.7671 0.0634
O -0.0814 -3.9173 -0.5874
H -0.1432 -3.7850 -1.5426
H 0.6722 -4.5023 -0.4507
O 3.5373 1.6856 -1.3175
H 2.6479 1.5284 -0.9774
H 4.1006 1.0798 -0.8251
O -2.9618 1.3753 1.1021
H -3.6120 0.6634 1.0230
H -3.4080 2.0814 1.5870
O 2.2213 -0.4966 -3.2001
H 3.1014 -0.8694 -3.3180
H 2.0275 -0.6515 -2.2721
O -0.3951 2.7782 -2.0192
H 0.4511 2.8450 -2.4853
H -0.7714 3.6695 -2.0183
O -1.0800 0.3064 -2.8311
H -1.1671 -0.5460 -3.2766
H -1.0093 0.9652 -3.5357
O 0.6175 -3.7899 2.0695
H 1.1207 -3.1965 2.6436
H 1.1101 -4.6186 2.0633
O -1.0781 -1.8753 3.0422
H -0.9235 -0.9318 3.2097
H -1.2977 -2.2572 3.9013



[2]
The following is a quantum chemistry calculation of a 8-piece molecular cluster, CH18NO8 overall in a non-equilibrium geometry, from the Open Molecules 2025 dataset.

Values from the calculation:
* lowest unoccupied orbital energy: 3.3 eV
* charge: -1
* relative energy (zero: lowest compared OMol25 entry of this formula, charge and spin): 0.0 kcal/mol
* Kohn-Sham gap: 8.88 eV

Positions of all 28 atoms, in Å:
N 0.7281 1.3404 -2.2345
C -0.4347 1.6408 -1.3880
O -0.4142 0.9732 -0.1762
H 1.5996 1.6222 -1.8319
H 0.7929 0.3276 -2.2800
H -0.4057 2.7390 -1.2910
H -1.3533 1.4233 -1.9552
H -1.0519 2.5498 2.5011
H -1.1278 2.1714 1.0217
O -1.6945 2.3452 1.8156
H 0.2927 -0.1712 -0.1504
H 0.0979 -1.7728 -0.4514
O 0.7346 -1.1736 -0.0501
H -2.9102 0.9759 1.8340
H -2.7899 0.1885 0.6101
O -3.4819 0.5401 1.1803
H -1.9161 -1.1360 -1.9653
H -1.9104 -2.2294 -0.8473
O -1.7856 -2.0666 -1.7858
H 2.9983 -1.9574 -0.3142
H 2.8863 -1.5510 -1.7421
O 3.3682 -1.3566 -0.9753
H 1.1737 -2.7301 1.1519
H 2.0623 -1.9822 2.0156
O 2.0432 -2.8429 1.5795
H 0.9777 -0.0070 1.7048
H 0.5656 1.3941 1.7143
O 0.9553 0.7453 2.3097



[3]
The following is a quantum chemistry calculation of CH19HfO9 as an isolated structure in a non-equilibrium geometry, from the Open Molecules 2025 dataset.

Values from the calculation:
* lowest unoccupied orbital energy: -10.3 eV
* charge: +3
* relative energy (zero: lowest compared OMol25 entry of this formula, charge and spin): 0.0 kcal/mol
* Kohn-Sham gap: 10.19 eV

Positions of all 30 atoms, in Å:
Hf 0.1524 0.1753 0.0048
C -2.4676 -1.8740 0.0905
O -1.3485 -1.0178 0.0483
H -3.3844 -1.3331 0.0343
H -2.3935 -2.1613 1.0800
H -2.2972 -2.7159 -0.6099
O -0.2586 0.4700 1.9151
H 0.1519 -0.0021 2.6571
H -1.0380 0.8930 2.3191
O 2.4972 0.5659 1.4994
H 2.9404 1.4008 1.5077
H 3.1918 -0.0184 1.8696
O 1.9619 0.2992 -1.1058
H 2.4680 1.1339 -1.1924
H 2.6199 -0.3005 -1.5131
O 1.1103 -1.6071 0.9189
H 0.7878 -2.0301 1.6768
H 1.8843 -2.1956 0.8418
O -0.5492 0.8718 -1.8677
H -1.5118 1.0435 -1.9797
H -0.1777 0.6953 -2.7205
O 0.2430 -1.7089 -1.8262
H 0.8821 -2.2252 -2.2797
H -0.5690 -2.0870 -2.0533
O -1.9492 1.6748 0.2037
H -2.9274 1.4588 0.1928
H -1.8672 2.6719 0.2859
O 0.6015 2.2455 0.0285
H 0.7173 2.7376 -0.7546
H 0.5296 2.9398 0.7286



[4]
The following is a quantum chemistry calculation of a 12-piece molecular cluster, CH23O14 overall in a non-equilibrium geometry, from the Open Molecules 2025 dataset.

Values from the calculation:
* lowest unoccupied orbital energy: 1.7 eV
* charge: -1
* relative energy (zero: lowest compared OMol25 entry of this formula, charge and spin): 93.3 kcal/mol
* Kohn-Sham gap: 8.76 eV

Positions of all 38 atoms, in Å:
C -0.4341 -0.3124 0.3379
O 0.1709 0.2996 1.2619
O -0.2821 0.1376 -0.9341
O -1.0641 -1.3884 0.6049
H 0.2599 0.9186 -1.1341
O 1.4749 0.0856 -3.7111
H 1.0739 0.5836 -4.4921
H 2.3279 0.3366 -3.7521
O 0.1209 -3.6314 0.1179
H 0.7869 -3.1974 -0.4281
H -0.4151 -2.8174 0.2129
O -3.0221 -2.3364 -0.7531
H -2.2881 -1.8404 -0.3071
H -2.5951 -2.9604 -1.3571
O -0.6591 3.6116 -1.9321
H -0.2581 3.4896 -2.7851
H -0.0391 4.2266 -1.5831
O 1.2629 2.8956 1.3829
H 0.5329 3.6346 1.3799
H 0.8389 2.0816 1.3919
O -3.1031 -0.6084 2.0719
H -2.1831 -1.0374 1.7539
H -3.0041 0.3006 2.5649
O -0.2871 -0.1634 3.8329
H -0.1591 0.0096 2.9099
H -1.2671 0.0796 3.7279
O 2.8209 -0.3634 1.0749
H 3.2269 0.0526 0.3059
H 1.9569 0.1566 1.2419
O 2.5199 2.6816 -1.0091
H 2.6299 3.4596 -1.5081
H 1.8889 2.6646 -0.2011
O -1.2611 -1.6834 -3.3991
H -0.4961 -1.3154 -2.8601
H -1.9291 -0.9024 -3.2751
O 0.4999 -2.7564 3.3009
H 0.1819 -1.9124 3.4789
H 0.1719 -2.4774 2.4679



[5]
The following is a quantum chemistry calculation of a 12-piece molecular cluster, CH23O14 overall in a non-equilibrium geometry, from the Open Molecules 2025 dataset.

Values from the calculation:
* lowest unoccupied orbital energy: 1.6 eV
* charge: -1
* relative energy (zero: lowest compared OMol25 entry of this formula, charge and spin): 87.7 kcal/mol
* Kohn-Sham gap: 9.23 eV

Positions of all 38 atoms, in Å:
C 30.1150 35.6210 24.5260
O 30.0620 34.9730 23.4490
O 31.2570 35.7780 25.1910
O 29.1190 36.0660 25.0350
H 31.8220 35.0750 24.8460
O 34.6880 36.8060 25.5660
H 35.0040 36.7630 26.4600
H 34.2280 36.0370 25.0960
O 33.8820 34.5160 24.3330
H 34.1140 34.5200 23.4750
H 34.6120 33.9590 24.8050
O 25.9820 36.1300 25.8050
H 26.9200 36.2930 25.4190
H 25.1900 35.9950 25.1440
O 30.2690 36.2800 21.0160
H 30.3820 35.7850 21.8810
H 29.3090 36.1060 20.6910
O 31.2690 32.3910 22.6710
H 32.2300 32.6680 22.6570
H 30.9520 33.0920 23.1160
O 28.9900 34.4000 27.3200
H 28.8540 34.9760 28.0240
H 29.2080 34.9660 26.5810
O 27.8100 33.2890 23.1090
H 27.2620 33.2750 23.8680
H 28.4120 34.0240 23.2840
O 29.2210 38.2160 26.8020
H 29.7750 38.8160 26.3160
H 29.2000 37.4930 26.1030
O 32.2520 38.1380 26.1380
H 33.0710 37.7180 25.9100
H 31.6840 37.3000 25.8560
O 27.4190 37.3220 23.1390
H 28.2220 36.8750 23.7220
H 26.7610 36.7270 22.8610
O 30.9050 33.4600 20.1350
H 30.4620 34.3060 20.5820
H 31.2460 33.0860 20.8340



[6]
The following is a quantum chemistry calculation of CH24F3LiO19PSZr as an isolated structure in a non-equilibrium geometry, from the Open Molecules 2025 dataset.

Values from the calculation:
* lowest unoccupied orbital energy (spin up / spin down): -1.4 / -1.7 eV
* spin multiplicity: 2
* Kohn-Sham gap (spin up / spin down): 3.74 / 7.84 eV
* ⟨S²⟩: 0.7509

Positions of all 51 atoms, in Å:
Li -1.4846 2.5834 -1.1927
Zr -1.5643 -0.5522 1.1218
C 0.7286 -4.5550 0.2324
F 0.9490 -5.8541 0.0916
F 1.4998 -4.0846 1.2547
F 1.0822 -3.9845 -0.9077
S -1.1682 -4.2041 0.5711
O -1.8077 -4.5340 -0.6993
O -1.5325 -5.0646 1.6867
O -1.2866 -2.7492 0.8481
P 0.3187 0.4015 -0.3129
O 0.4551 -0.0838 1.1090
O 1.4823 0.9568 -1.1507
O -1.0171 1.0955 -0.0636
O -0.5216 -0.8179 -0.6397
O -0.6652 -1.5286 3.0031
H -0.3378 -1.0488 3.7639
H -0.4025 -2.4356 3.1602
O -3.4910 0.7578 0.6659
H -4.1200 1.2251 1.2157
H -3.6614 1.0787 -0.2196
O 0.3145 1.2585 -3.4989
H 0.8431 1.0646 -2.7248
H 0.7478 2.0102 -3.9032
O -1.6373 0.9973 2.6123
H -1.1180 1.8010 2.5867
H -2.1749 1.0840 3.3996
O -0.1166 4.1584 -1.5296
H -0.0510 5.1062 -1.4122
H 0.7454 3.8255 -1.2800
O -0.5246 -1.1976 -3.2980
H -0.5086 -1.2651 -2.3434
H -0.1439 -2.0212 -3.6032
O -3.0821 -1.5244 -0.3704
H -3.1126 -1.0804 -1.2178
H -3.4616 -2.3871 -0.5377
O -0.2694 3.0878 1.9820
H -0.3792 4.0073 1.7397
H 0.4465 2.7774 1.4277
O 2.8979 -1.1493 -0.7402
H 2.2654 -1.7657 -1.1094
H 2.3800 -0.3732 -0.5265
O 2.1461 3.0243 0.1983
H 3.0703 3.1669 -0.0060
H 1.9279 2.2012 -0.2388
O 2.3483 0.4115 2.8577
H 1.6776 0.3663 2.1764
H 1.8658 0.3024 3.6772
O 3.5122 1.6953 -2.6440
H 2.7796 1.3436 -2.1381
H 3.1559 2.4730 -3.0735



[7]
The following is a quantum chemistry calculation of CH24F3LiO23P2SZr as an isolated structure in a non-equilibrium geometry, from the Open Molecules 2025 dataset.

Values from the calculation:
* lowest unoccupied orbital energy (spin up / spin down): 0.7 / 0.7 eV
* charge: -1
* spin multiplicity: 2
* Kohn-Sham gap (spin up / spin down): 3.55 / 6.73 eV
* ⟨S²⟩: 0.7509

Positions of all 56 atoms, in Å:
Li 0.2136 2.9939 2.2483
Zr 0.0407 -1.4381 -1.5843
C -3.2407 -4.4775 0.4019
F -2.1570 -5.3067 0.5828
F -4.4444 -5.1462 0.3748
F -3.1550 -3.7528 1.5512
S -3.1357 -3.3422 -1.1739
O -3.4268 -4.2504 -2.2815
O -4.1185 -2.2567 -1.0107
O -1.7914 -2.8490 -1.3122
P -0.9797 5.4338 1.2726
O -2.4996 5.2757 1.1594
O -0.8777 4.0140 0.7883
O -0.0616 5.9554 2.4350
O -0.7702 5.6012 -0.2223
P -0.0045 0.1653 0.4426
O -0.3909 0.5664 -0.9746
O -0.1706 1.2191 1.5794
O 1.2151 -0.4921 -0.1559
O -0.7449 -1.1548 0.3004
O -1.7352 -0.7908 -2.9687
H -2.4009 -0.1134 -2.8497
H -1.9608 -1.2054 -3.8014
O 2.2007 -1.9985 -2.0328
H 2.5919 -2.6826 -1.4896
H 2.8965 -1.7469 -2.6400
O -0.8216 3.0466 -1.7393
H -0.5983 2.1248 -1.6104
H -0.1509 3.3746 -2.3383
O 0.8001 -0.0705 -3.2470
H 1.1794 -0.2066 -4.1153
H 1.3021 0.6556 -2.8769
O 2.0712 3.0813 1.6354
H 2.6979 2.3688 1.5089
H 2.1050 3.5785 0.8182
O 0.4128 0.0992 3.9520
H 0.0517 -0.7840 4.0281
H 0.0442 0.4398 3.1369
O 0.6148 -3.3143 -0.3890
H 0.5384 -4.2664 -0.4517
H 0.9537 -3.1583 0.4925
O 2.1517 1.7515 -1.8858
H 1.9565 2.5488 -1.3934
H 3.1072 1.7306 -1.9395
O 3.3258 0.8533 0.8294
H 2.5328 0.4791 0.4455
H 3.9332 0.9346 0.0941
O 3.0598 -1.0058 2.9228
H 3.1191 -0.4469 2.1480
H 2.6842 -0.4408 3.5981
O -0.3948 -2.4620 2.6933
H -0.5327 -1.8458 1.9739
H 0.4759 -2.8262 2.5337
O -2.5869 2.1958 0.0046
H -1.9530 1.8949 0.6556
H -3.1721 1.4493 -0.1235